1.
C2H4FN2P | ωB97M-V with the def2-TZVPD basis set

Properties
M: 106.040 g/mol
E_HOMO (alpha / beta): -7.65 / -9.68 eV
frontier orbital gap (alpha / beta): 6.79 / 8.99 eV
energy above the lowest of the compared OMol25 structures with the same formula, charge and spin: 74.2 kcal/mol
E_LUMO (alpha / beta): -0.86 / -0.69 eV

ORCA input file:
```
! RIJCOSX wB97M-V def2-TZVPD def2/J DEFGRID3
* xyz 0 1
C 0.0906 -0.9769 0.2152
C 1.0394 0.1460 -0.0385
N -1.1750 -0.9222 0.2935
N 0.6881 1.4447 0.2313
F -3.1656 -0.2363 -0.8007
P -2.1542 0.3677 0.3756
H 0.6235 -1.7560 0.5657
H 1.7712 -0.0757 0.6407
H 1.4656 -0.1135 -0.9407
H 0.8163 2.1221 -0.5420
*
```

natural (NBO) atomic charge list, values in e, 5 entries:
1. C 0.219
2. C -0.369
3. N -0.800
4. N -0.583
5. F -0.594



2.
C2H4FNO | ωB97M-V with the def2-TZVPD basis set

Properties
M: 77.058 g/mol
E_HOMO: -10.49 eV
frontier orbital gap: 11.28 eV
energy above the lowest of the compared OMol25 structures with the same formula, charge and spin: 2.0 kcal/mol
E_LUMO: 0.79 eV
SMILES: CNC(=O)F

ORCA input file:
```
! RIJCOSX wB97M-V def2-TZVPD def2/J DEFGRID3
* xyz 0 1
C 0.1459 0.3935 -0.2104
N -1.0269 -0.4991 -0.1660
C -2.1964 0.1281 0.1006
O -2.3945 1.1619 0.6081
F -3.2191 -0.6906 -0.2291
H 0.9902 -0.2995 0.0840
H 0.3326 0.6750 -1.3056
H -0.0801 1.2430 0.4862
H -1.2246 -1.2663 -0.8894
*
```

natural (NBO) atomic charge list, values in e, 5 entries:
1. C -0.429
2. N -0.648
3. C 0.949
4. O -0.587
5. F -0.352



3.
C2H4FNO2 | ωB97M-V with the def2-TZVPD basis set

Properties
M: 93.057 g/mol
E_HOMO (alpha / beta): -10.01 / -10.00 eV
frontier orbital gap (alpha / beta): 5.45 / 5.44 eV
energy above the lowest of the compared OMol25 structures with the same formula, charge and spin: 191.3 kcal/mol
E_LUMO (alpha / beta): -4.55 / -4.55 eV

ORCA input file:
```
! RIJCOSX wB97M-V def2-TZVPD def2/J DEFGRID3
* xyz 0 1
C 0.6900 0.2367 0.8983
C -0.4948 -0.1918 0.2146
N -0.4267 -1.0174 -0.9314
O 0.6755 -1.3527 -1.3263
O -1.4889 -1.3552 -1.4207
F -0.4083 2.4245 -1.2111
H 0.6416 -0.0169 1.9652
H 0.7237 1.3358 0.8926
H 1.5859 -0.1728 0.4311
H -1.4979 0.1097 0.4876
*
```

natural (NBO) atomic charge list, values in e, 5 entries:
1. C -0.777
2. C 0.410
3. N 0.407
4. O -0.310
5. O -0.289



The records above yield DFT total energy values of -17122.283; -8394.162; -10433.244 eV, respectively.